No. 1
C3H5NOS | ωB97M-V with the def2-TZVPD basis set

Calculated values
- Multiplicity: 1
- Charge: 0
- Structure (SMILES): O[C@@H]1N=CCS1
- HOMO level: -0.31965 Ha

Last column: Löwdin charge in e.
Geometry (Å):
C 0.600 0.833 -0.549  -0.26
C 0.966 0.229 0.728  -0.47
C -1.160 -0.527 -0.628  -0.64
N -0.433 0.542 -1.182  0.04
O -0.978 -1.626 -1.444  -0.03
S -0.343 -1.029 1.073  0.80
H 1.302 1.605 -1.043  0.14
H 1.983 -0.431 0.637  0.13
H 1.040 0.803 1.645  0.06
H -2.267 -0.013 -0.445  0.17
H -1.616 -2.250 -1.637  0.06

---

No. 2
C54H54FIrN5O9 | ωB97M-V with the def2-TZVPD basis set

Calculated values
- Multiplicity: 1
- Charge: +1
- HOMO level: -0.34404 Ha

Last column: Löwdin charge in e.
Geometry (Å):
Ir 1.089 0.136 -0.406  1.49
C -1.977 5.395 2.532  -0.06
C -0.489 5.699 2.459  -0.18
N 0.225 4.786 1.559  -0.02
C 0.763 3.657 2.083  0.05
C 1.343 2.664 1.360  -0.03
C 1.854 1.433 2.117  -0.59
O 2.008 1.564 3.318  0.07
O 2.066 0.351 1.451  -0.15
C 1.467 2.845 -0.054  -0.30
O 2.019 2.010 -0.820  -0.08
C 0.910 4.060 -0.621  -0.04
C 0.964 4.226 -2.009  0.09
C 0.323 5.292 -2.565  -0.20
F 0.386 5.490 -3.897  0.08
C -0.423 6.192 -1.795  -0.16
C -0.440 6.052 -0.421  0.07
C 0.239 4.986 0.193  -0.11
N -1.189 7.233 -2.398  -0.10
C -1.906 6.922 -3.621  -0.15
C -3.051 7.903 -3.779  -0.08
N -2.468 9.296 -3.820  0.06
C -1.658 9.601 -2.587  -0.08
C -0.577 8.545 -2.443  -0.14
H -2.464 6.079 3.227  0.08
H -2.140 4.379 2.890  0.08
H -2.462 5.492 1.560  0.07
H -0.031 5.591 3.440  0.13
H -0.289 6.722 2.142  0.12
H 0.712 3.555 3.161  0.15
H 1.475 3.489 -2.618  0.15
H -1.042 6.741 0.153  0.12
H -2.309 5.910 -3.573  0.13
H -1.268 6.970 -4.515  0.13
H -3.732 7.879 -2.931  0.14
H -3.599 7.754 -4.708  0.14
H -3.205 9.990 -3.944  0.18
H -1.860 9.367 -4.641  0.18
H -2.356 9.570 -1.752  0.14
H -1.251 10.604 -2.700  0.14
H -0.022 8.736 -1.527  0.14
H 0.138 8.639 -3.279  0.14
C 0.096 -3.184 -6.016  0.03
C -0.456 -3.348 -4.617  -0.56
C -1.306 -4.599 -4.464  0.02
O -1.252 -2.207 -4.247  -0.04
C -0.791 -1.634 -3.025  -0.12
C 0.158 -2.755 -2.529  -0.16
O 0.627 -3.359 -3.714  0.00
C 1.240 -2.523 -1.452  -0.40
O 0.548 -1.790 -0.485  -0.28
C 1.575 -3.900 -0.846  -0.13
C 0.888 -4.347 0.277  -0.02
C 1.154 -5.594 0.821  -0.08
C 2.104 -6.420 0.237  -0.09
C 2.778 -5.989 -0.896  -0.07
C 2.517 -4.736 -1.432  -0.01
C 2.563 -1.857 -1.852  -0.16
C 3.062 -1.744 -3.143  -0.03
C 4.310 -1.169 -3.355  -0.06
C 5.068 -0.684 -2.296  -0.07
C 4.594 -0.809 -0.998  -0.05
C 3.366 -1.418 -0.785  -0.07
C -0.394 -0.123 -3.255  -0.36
O 0.485 0.385 -2.310  -0.31
C -1.697 0.714 -3.245  -0.13
C -1.630 2.037 -2.827  -0.05
C -2.749 2.858 -2.819  -0.09
C -3.976 2.364 -3.242  -0.10
C -4.057 1.046 -3.669  -0.07
C -2.932 0.231 -3.674  -0.02
C 0.240 0.135 -4.642  -0.11
C -0.506 0.090 -5.819  -0.04
C 0.075 0.371 -7.046  -0.08
C 1.420 0.705 -7.123  -0.10
C 2.167 0.772 -5.957  -0.08
C 1.578 0.500 -4.728  -0.03
H -0.720 -3.066 -6.729  0.10
H 0.672 -4.068 -6.289  0.10
H 0.738 -2.306 -6.061  0.08
H -2.182 -4.539 -5.109  0.09
H -1.641 -4.704 -3.432  0.09
H -0.725 -5.479 -4.737  0.09
H -1.630 -1.620 -2.323  0.15
H -0.519 -3.455 -2.018  0.15
H 0.134 -3.704 0.713  0.10
H 0.622 -5.923 1.705  0.10
H 2.318 -7.392 0.663  0.10
H 3.520 -6.626 -1.361  0.10
H 3.057 -4.406 -2.312  0.12
H 2.479 -2.096 -3.981  0.11
H 4.689 -1.091 -4.367  0.11
H 6.029 -0.223 -2.485  0.10
H 5.167 -0.441 -0.157  0.11
H 3.031 -1.626 0.226  0.11
H -0.669 2.405 -2.495  0.09
H -2.661 3.881 -2.461  0.08
H -4.861 2.989 -3.229  0.09
H -5.007 0.641 -3.995  0.11
H -3.026 -0.798 -3.998  0.12
H -1.552 -0.177 -5.787  0.11
H -0.523 0.316 -7.947  0.10
H 1.878 0.914 -8.081  0.10
H 3.216 1.037 -5.996  0.10
H 2.161 0.571 -3.823  0.10
O 0.223 -4.199 4.791  -0.03
C -1.035 -3.570 4.855  -0.24
N -1.060 -2.660 3.734  0.11
C -1.920 -1.622 3.697  -0.44
O -2.739 -1.396 4.570  0.08
C -1.829 -0.732 2.488  -0.08
C -2.959 -0.037 2.090  0.03
C -2.885 0.775 0.970  -0.01
C -1.690 0.870 0.285  -0.06
N -0.594 0.208 0.691  -0.07
C -0.656 -0.577 1.772  -0.03
H 0.356 -4.724 5.585  0.10
H -1.177 -2.988 5.768  0.13
H -1.845 -4.303 4.771  0.13
H -0.483 -2.901 2.944  0.13
H -3.870 -0.147 2.663  0.13
H -3.744 1.321 0.604  0.11
H -1.586 1.454 -0.610  0.09
H 0.278 -1.053 2.043  0.13

---

No. 3
C12H18ClIN2O3PV | ωB97M-V with the def2-TZVPD basis set

Calculated values
- Multiplicity: 3
- Charge: +2
- HOMO level (spin up / spin down): -0.54614 / -0.54597 Ha

Last column: Löwdin spin population.
Geometry (Å):
C -3.238 -4.782 -1.850  0.00
C -3.401 -3.409 -2.242  0.00
H -3.879 -5.429 -2.486  0.00
H -3.567 -4.839 -0.795  0.00
H -2.171 -5.055 -1.944  0.00
O -3.445 -2.388 -2.790  0.00
I 0.376 -2.964 -1.899  0.01
V -0.290 -1.083 -0.412  1.79
P -2.001 0.356 0.662  -0.01
C -2.388 2.006 0.009  0.00
C -3.610 -0.487 0.771  0.00
H -1.073 -0.112 2.866  0.00
H -2.484 1.010 2.950  0.00
H -0.876 1.603 2.407  0.00
C -1.568 0.750 2.399  0.00
H -3.491 -1.492 1.205  0.00
H -4.269 0.122 1.412  0.00
H -3.344 2.321 0.442  0.00
H -2.449 1.989 -1.082  0.00
H -4.036 -0.579 -0.238  0.00
H -1.603 2.708 0.306  0.00
C -0.725 0.070 -1.825  0.08
O -0.747 0.805 -2.736  0.09
Cl 0.077 -2.083 1.590  0.01
N 5.305 3.150 1.155  0.00
C 5.289 1.921 0.539  0.00
O 6.327 1.294 0.337  0.00
C 3.935 1.369 0.174  0.01
C 2.703 1.949 0.524  0.00
C 1.496 1.304 0.231  0.01
N 1.444 0.095 -0.378  -0.01
C 2.626 -0.452 -0.741  0.01
C 3.847 0.166 -0.530  0.00
H 6.207 3.558 1.323  0.00
H 4.516 3.768 1.094  0.00
H 2.652 2.883 1.076  0.00
H 0.541 1.727 0.549  0.00
H 2.558 -1.437 -1.201  0.00
H 4.754 -0.335 -0.874  0.00

---

No. 4
C19H46GeN7O2PtSbSe4Si3 | ωB97M-V with the def2-TZVPD basis set

Calculated values
- Multiplicity: 4
- Charge: -1
- HOMO level (spin up / spin down): -0.13812 / -0.15498 Ha

Last column: Löwdin spin population.
Geometry (Å):
Pt -0.431 0.203 0.965  0.48
N -2.374 -1.499 0.759  0.02
C -2.354 -2.556 1.768  0.00
C -2.512 -3.961 1.154  0.00
C -1.400 -4.387 0.183  0.00
C -0.340 -5.311 0.793  0.00
N 0.616 -4.580 1.603  0.00
C 1.576 -3.806 1.111  0.00
N 2.083 -2.842 1.903  0.00
N 2.167 -4.071 -0.050  0.00
C -1.108 -2.525 2.692  0.00
O -1.023 -3.449 3.517  0.00
O -0.254 -1.612 2.582  0.06
H -3.332 -1.220 0.572  0.00
H -2.024 -1.891 -0.118  0.00
H -3.196 -2.392 2.455  0.00
H -3.463 -3.978 0.618  0.00
H -2.575 -4.683 1.969  0.00
H -0.885 -3.508 -0.223  0.00
H -1.841 -4.907 -0.668  0.00
H 0.176 -5.839 -0.011  0.00
H -0.819 -6.047 1.440  0.00
H 0.224 -4.298 2.507  0.00
H 1.379 -2.349 2.470  0.00
H 2.738 -2.214 1.458  0.00
H 1.766 -4.726 -0.722  0.00
H 2.800 -3.388 -0.433  0.00
C 3.083 3.784 -0.715  0.00
Si 2.549 2.142 0.096  0.01
C 2.641 2.377 1.996  0.00
C 3.902 0.827 -0.239  0.00
Ge 0.462 1.416 -1.021  0.11
Si 0.950 1.517 -3.462  0.05
C 2.528 0.496 -3.771  0.01
C 1.291 3.352 -3.874  0.01
C -0.463 0.889 -4.581  0.02
Si -2.016 2.043 -0.968  0.07
C -3.109 2.340 0.585  0.00
C -2.001 3.716 -1.911  0.03
C -2.959 0.761 -2.028  0.00
H 3.868 4.249 -0.132  0.00
H 2.261 4.487 -0.786  0.00
H 3.467 3.617 -1.714  0.00
H 3.679 2.357 2.315  0.00
H 2.124 1.578 2.524  0.00
H 2.219 3.322 2.317  0.00
H 4.897 1.259 -0.168  0.00
H 3.793 0.380 -1.220  0.00
H 3.835 0.020 0.485  0.00
H 3.431 1.080 -3.615  0.00
H 2.543 0.091 -4.778  0.00
H 2.550 -0.349 -3.087  0.00
H 2.343 3.589 -3.774  0.00
H 0.740 4.023 -3.225  0.00
H 0.999 3.571 -4.894  0.00
H -1.008 0.063 -4.133  0.00
H -0.053 0.522 -5.521  0.01
H -1.176 1.676 -4.815  0.00
H -2.781 3.189 1.177  0.00
H -3.133 1.469 1.232  0.00
H -4.128 2.539 0.263  0.00
H -1.307 4.433 -1.481  0.00
H -2.991 4.157 -1.881  0.00
H -1.726 3.578 -2.950  0.00
H -2.583 -0.246 -1.867  0.00
H -2.864 0.968 -3.088  0.00
H -4.020 0.753 -1.788  0.00
N -0.961 1.161 6.097  0.00
C -0.753 1.713 4.868  0.00
C -1.016 0.981 3.703  0.01
N -0.823 1.493 2.487  0.02
C -0.431 2.783 2.445  0.01
C -0.235 3.506 3.598  0.00
N -0.368 2.994 4.819  0.00
H -1.026 0.159 6.158  0.00
H -0.566 1.649 6.881  0.00
H -1.362 -0.039 3.776  0.00
H -0.274 3.233 1.474  0.00
H 0.072 4.543 3.560  0.00
Se -2.280 -2.764 -3.285  0.22
Sb 0.215 -2.867 -3.229  0.25
Se 0.728 -1.014 -0.723  0.22
Se 0.946 -2.415 -5.635  1.03
Se 0.702 -5.315 -2.795  0.30

---

The following ΔE to the lowest compared entry with this formula, charge and spin values (in kcal per mole) correspond, in order, to the records above: 51.1, 0.0, 0.0, 7.0.
The following DFT total energy values (in Ha) correspond, in order, to the records above: -645.43019, -3245.07578, -2846.01336, -14196.27965.